--- w ---
{"formula": "C2H8N2O", "method": "ωB97M-V/def2-TZVPD", "smiles": "C/N=C\\N.O", "charge": 0, "multiplicity": 1, "gap_ev": 10.35, "species": ["C", "N", "C", "N", "H", "H", "H", "H", "H", "H", "O", "H", "H"], "xyz": [[-0.28611, 1.70098, -0.98859], [0.15562, 0.81330, 0.14393], [0.28770, -0.42192, -0.02359], [0.15323, -1.21911, -1.23645], [0.24996, 2.68034, -1.00551], [-1.31758, 2.05684, -0.82588], [-0.24004, 1.34444, -2.01945], [0.04504, -1.22015, 0.77062], [-0.03041, -0.68572, -2.05736], [0.52464, -2.12760, -1.30356], [0.30279, -1.18376, 3.23190], [0.02005, -0.24513, 3.04819], [0.13509, -1.49251, 2.26575]]}



--- x ---
{"formula": "C2H8N2O", "method": "ωB97M-V/def2-TZVPD", "smiles": "NC=O.CN", "charge": 0, "multiplicity": 1, "gap_ev": 9.98, "species": ["N", "C", "O", "H", "H", "H", "C", "N", "H", "H", "H", "H", "H"], "xyz": [[-0.80168, 0.08837, 1.50390], [-1.13946, -1.19719, 1.61475], [-1.86532, -1.70271, 2.43380], [-1.16686, 0.72340, 2.19679], [-0.09306, 0.38197, 0.73740], [-0.56130, -1.80626, 0.83868], [0.45367, 0.55161, -1.79361], [1.06868, 0.45867, -0.47425], [1.18429, 0.59771, -2.60980], [-0.16644, 1.44400, -1.82728], [-0.17995, -0.31814, -1.94795], [1.70121, 1.23905, -0.31834], [1.56623, -0.46047, -0.35407]]}



x is favored, and the nearest alternative lies 150.7 kJ/mol above it.



--- w ---
{"formula": "C2H8N2O", "method": "ωB97M-V/def2-TZVPD", "smiles": "NC=O.CN", "charge": 0, "multiplicity": 1, "gap_ev": 9.92, "species": ["N", "C", "O", "H", "H", "H", "C", "N", "H", "H", "H", "H", "H"], "xyz": [[-1.49145, -0.74529, -0.14367], [-1.81794, 0.51223, 0.23716], [-2.72143, 0.77327, 1.03104], [-1.54933, -1.00117, -1.11497], [-1.60784, -1.58018, 0.41211], [-1.26695, 1.27767, -0.29447], [1.63273, -0.17065, -0.53229], [1.53091, 0.30130, 0.84269], [2.41979, 0.42578, -1.05535], [1.80449, -1.24016, -0.60776], [0.65998, -0.02240, -1.06948], [1.76464, 1.27859, 0.98360], [0.64239, 0.19101, 1.31138]]}



--- x ---
{"formula": "C2H8N2O", "method": "ωB97M-V/def2-TZVPD", "smiles": "NC=O.CN", "charge": 0, "multiplicity": 1, "gap_ev": 10.50, "species": ["N", "C", "O", "H", "H", "H", "C", "N", "H", "H", "H", "H", "H"], "xyz": [[0.67148, -0.84263, -1.61352], [1.52942, 0.18753, -1.84773], [2.34986, 0.19863, -2.73412], [0.33610, -1.05426, -0.67589], [0.95354, -1.67064, -2.13135], [1.37304, 1.01864, -1.14857], [-0.94049, 0.87611, 1.53675], [-0.93674, -0.51958, 1.05069], [-1.23727, 0.96211, 2.58110], [-1.62754, 1.45584, 0.93810], [0.04980, 1.29911, 1.40813], [-0.62756, -1.12488, 1.80405], [-1.89364, -0.78597, 0.83235]]}



--- y ---
{"formula": "C2H8N2O", "method": "ωB97M-V/def2-TZVPD", "smiles": "C/N=C/N.O", "charge": 0, "multiplicity": 1, "gap_ev": 9.89, "species": ["C", "N", "C", "N", "H", "H", "H", "H", "H", "H", "O", "H", "H"], "xyz": [[1.52226, 0.37816, 1.66590], [0.57574, 0.30061, 0.52796], [0.58210, -0.65807, -0.34550], [-0.49208, -1.31628, -0.91155], [1.31633, -0.34880, 2.46009], [1.58908, 1.33442, 2.19951], [2.53046, 0.00958, 1.39164], [1.52453, -1.14433, -0.72187], [-1.34006, -0.86805, -1.30275], [-0.56017, -2.38251, -1.05616], [-1.81531, 1.23919, -0.93690], [-1.17398, 0.87475, -0.37050], [-2.57543, 1.40061, -0.34200]]}



x is favored, and the nearest alternative lies 76.9 kJ/mol above it.



--- w ---
{"formula": "C2H3ClS", "method": "ωB97M-V/def2-TZVPD", "charge": 0, "multiplicity": 1, "gap_ev": 8.13, "species": ["C", "C", "S", "Cl", "H", "H", "H"], "xyz": [[-1.45149, 0.95112, 0.15081], [2.05502, -1.19208, 0.32191], [-2.24061, -0.36562, 0.64595], [3.18731, -0.88652, -0.78825], [-1.46398, 1.14735, -0.84123], [-1.21815, 1.83747, 0.75427], [1.13190, -1.49171, -0.24346]]}



--- x ---
{"formula": "C2H3ClS", "method": "ωB97M-V/def2-TZVPD", "charge": 0, "multiplicity": 1, "gap_ev": 10.47, "species": ["C", "C", "S", "Cl", "H", "H", "H"], "xyz": [[0.69921, 2.08970, -0.39080], [-0.68882, -0.82410, 0.05295], [2.18613, 1.84187, -0.07553], [0.99126, -0.98016, 0.57257], [-0.95784, -1.69686, -0.31563], [-0.88879, -0.01616, -0.71657], [-1.34115, -0.41429, 0.87302]]}



x is favored, and the nearest alternative lies 229.9 kJ/mol above it.



--- w ---
{"formula": "C8H14N2OS", "method": "ωB97M-V/def2-TZVPD", "charge": 0, "multiplicity": 1, "gap_ev": [7.90, 7.89], "species": ["C", "C", "C", "C", "C", "C", "C", "C", "N", "N", "O", "S", "H", "H", "H", "H", "H", "H", "H", "H", "H", "H", "H", "H", "H", "H"], "xyz": [[-1.80335, 1.62762, 0.60296], [0.33017, 1.97453, -1.02092], [-2.10126, 0.14154, 0.96745], [-0.34195, 1.84425, 0.37208], [-0.36801, -0.53215, -0.86964], [-0.46161, -1.60219, 0.16277], [0.30484, 0.67869, -0.38553], [-0.47689, -3.01859, -0.34346], [-1.69825, -0.83813, -0.12877], [3.57908, 0.70300, -0.21926], [2.52763, -1.47379, 0.51197], [2.35807, -0.02938, 0.79419], [-2.52844, 2.06497, -0.17612], [-1.99064, 2.22474, 1.43609], [-0.23603, 2.04792, -1.91322], [1.21662, 2.62381, -1.00620], [-1.67029, -0.09374, 1.97536], [-3.20824, 0.01980, 0.73560], [0.30212, 2.19457, 1.12186], [-0.48439, -0.67632, -1.86582], [0.07108, -1.44389, 1.05354], [0.52158, -3.20474, -0.24891], [-0.82529, -3.13510, -1.37995], [-1.23267, -3.59037, 0.16110], [3.92642, 1.51743, 0.14349], [4.28969, -0.02449, -0.48065]]}



--- x ---
{"formula": "C8H14N2OS", "method": "ωB97M-V/def2-TZVPD", "charge": 0, "multiplicity": 1, "gap_ev": [7.45, 7.75], "species": ["C", "C", "C", "C", "C", "C", "C", "C", "N", "N", "O", "S", "H", "H", "H", "H", "H", "H", "H", "H", "H", "H", "H", "H", "H", "H"], "xyz": [[2.23272, -0.59507, -0.09681], [1.14530, 1.67815, -1.13376], [2.10875, 0.23774, 1.24307], [1.43567, 0.12650, -1.17067], [-0.29219, 0.61542, 0.59008], [-0.43063, -0.57894, 1.47310], [0.15434, 0.61194, -0.81642], [-1.53303, -0.57582, 2.47925], [0.71563, 0.27955, 1.59967], [-3.29256, -0.12157, -2.74637], [-1.75925, -2.08850, -2.59994], [-1.70713, -0.69708, -2.94633], [3.27311, -0.69489, -0.39915], [1.86500, -1.61436, 0.07119], [1.37302, 2.18514, -0.14841], [1.10009, 2.26855, -2.05347], [2.60907, -0.36340, 1.91671], [2.56553, 1.16449, 1.25097], [1.67623, -0.26911, -2.17310], [-1.08502, 1.46225, 0.83195], [-0.10246, -1.53772, 1.05454], [-2.42674, -0.90908, 1.96392], [-1.49981, 0.48379, 2.95438], [-1.23975, -1.33165, 3.32436], [-3.66538, -0.70862, -2.00273], [-3.22051, 0.97228, -2.46605]]}



w is favored, and the nearest alternative lies 88.7 kJ/mol above it.



--- w ---
{"formula": "C2H5PS", "method": "ωB97M-V/def2-TZVPD", "charge": 0, "multiplicity": 1, "gap_ev": 7.39, "species": ["C", "C", "P", "S", "H", "H", "H", "H", "H"], "xyz": [[1.05248, 0.75186, -1.55268], [-1.19455, -0.20736, 1.56100], [-0.22423, -0.14377, 0.12269], [2.40899, -0.05402, -1.43777], [0.93594, 1.29136, -2.57931], [-2.22578, 0.23692, 1.71286], [-0.49901, -0.04094, 2.34685], [-1.00797, -0.89293, -0.78318], [0.75412, -0.94112, 0.60954]]}



--- x ---
{"formula": "C2H5PS", "method": "ωB97M-V/def2-TZVPD", "smiles": "[PH3]=S.C#C", "charge": 0, "multiplicity": 1, "gap_ev": 9.68, "species": ["P", "S", "H", "H", "H", "C", "C", "H", "H"], "xyz": [[1.51460, 0.00119, -1.85111], [1.97751, -1.53648, -0.77074], [1.78557, -0.29692, -3.20482], [0.39748, 0.72116, -1.53022], [2.17753, 1.24605, -1.56257], [-2.42684, 0.14183, 1.91544], [-1.51660, -0.20730, 2.58134], [-3.39951, 0.53968, 1.50398], [-0.50975, -0.60920, 2.91870]]}



x is favored, and the nearest alternative lies 137.7 kJ/mol above it.